Record 1
109
Properties=species:S:1:pos:R:3:lowdin_charge:R:1 method="wB97M-V/def2-TZVPD" total_charge=+1 orbital_gap_ha=0.1986 homo_energy_ev=-9.16
K -0.39 1.40 4.56 0.82
K 2.10 -2.17 5.52 0.87
K -3.68 1.03 2.58 0.81
O -1.05 0.94 1.81 -0.50
C 0.05 0.41 1.12 -0.41
C 1.41 0.05 1.93 -0.41
O 1.36 -0.62 3.17 -0.50
H 0.38 1.01 0.28 0.07
H -0.33 -0.49 0.64 0.06
H 1.83 1.05 2.03 0.06
H 1.97 -0.47 1.15 0.07
C 1.67 -0.38 -2.52 -0.04
C 0.27 0.28 -2.87 -0.20
O 0.01 -0.09 -4.22 -0.02
C -0.39 -1.44 -4.52 -0.25
O -0.52 -2.27 -3.64 0.14
C -0.63 -1.63 -6.04 -0.54
F -1.93 -1.51 -6.29 0.19
F 0.03 -0.71 -6.78 0.16
F -0.27 -2.83 -6.48 0.17
H 1.74 -1.47 -2.47 0.07
H 2.18 0.14 -1.71 0.06
H 2.38 0.04 -3.24 0.06
H 0.47 1.35 -2.88 0.11
H -0.51 0.03 -2.15 0.10
C 2.35 -3.97 0.75 -0.03
C 0.98 -3.94 0.00 -0.21
O 1.01 -4.70 -1.20 0.01
C -0.21 -5.10 -1.75 -0.29
O -1.29 -4.93 -1.20 0.13
C -0.14 -5.94 -3.01 -0.62
F -1.13 -5.60 -3.80 0.20
F 1.06 -5.83 -3.55 0.20
F -0.44 -7.20 -2.71 0.18
H 3.03 -3.49 0.04 0.08
H 2.63 -4.99 1.01 0.08
H 2.34 -3.30 1.61 0.07
H 0.68 -2.92 -0.22 0.12
H 0.30 -4.44 0.70 0.12
C 5.40 3.92 1.83 -0.05
C 4.13 3.90 1.03 -0.26
O 4.42 3.40 -0.24 0.03
C 3.49 3.44 -1.22 -0.29
O 2.35 3.90 -1.02 0.12
C 4.00 3.12 -2.65 -0.53
F 5.22 2.55 -2.71 0.16
F 3.17 2.32 -3.29 0.17
F 4.03 4.25 -3.40 0.16
H 5.18 4.16 2.87 0.09
H 6.12 4.64 1.44 0.09
H 5.82 2.92 1.79 0.08
H 3.64 4.88 1.00 0.13
H 3.42 3.27 1.56 0.11
C 0.41 4.29 1.98 -0.04
C -0.69 4.56 0.91 -0.16
O -1.59 5.53 1.50 -0.01
C -2.61 5.02 2.37 -0.20
O -2.89 3.80 2.52 0.03
C -3.61 6.08 2.96 -0.58
F -4.80 6.10 2.32 0.19
F -3.81 5.83 4.21 0.21
F -2.99 7.26 2.87 0.16
H -0.05 3.74 2.80 0.04
H 0.94 5.17 2.34 0.09
H 1.26 3.64 1.74 0.05
H -1.27 3.68 0.63 0.10
H -0.31 4.97 -0.02 0.13
C -2.90 -2.45 0.72 -0.03
C -3.77 -2.78 -0.53 -0.18
O -5.07 -3.08 -0.06 0.03
C -5.90 -2.01 0.21 -0.25
O -5.59 -0.81 0.03 0.10
C -7.35 -2.41 0.60 -0.59
F -8.06 -1.40 1.03 0.20
F -7.96 -2.93 -0.48 0.17
F -7.44 -3.30 1.56 0.19
H -3.07 -3.20 1.49 0.09
H -3.03 -1.42 1.07 0.04
H -1.89 -2.54 0.32 0.06
H -3.30 -3.69 -0.89 0.11
H -3.74 -2.07 -1.35 0.13
C 5.25 -0.77 1.34 -0.01
C 5.00 -1.68 2.63 -0.24
O 5.23 -2.98 2.35 0.04
C 5.01 -3.88 3.34 -0.33
O 4.58 -3.55 4.42 0.10
C 5.37 -5.32 3.04 -0.54
F 4.26 -6.06 3.05 0.18
F 5.99 -5.44 1.86 0.18
F 6.19 -5.86 3.94 0.18
H 6.20 -0.26 1.20 0.07
H 4.47 -0.01 1.30 0.05
H 5.00 -1.39 0.47 0.07
H 3.97 -1.59 2.96 0.09
H 5.59 -1.21 3.42 0.13
C -2.27 2.26 -1.80 -0.04
C -3.19 1.12 -1.46 -0.19
O -4.57 1.39 -1.75 0.03
C -5.32 2.15 -0.96 -0.32
O -4.95 2.61 0.15 0.07
C -6.74 2.50 -1.58 -0.53
F -6.84 2.06 -2.82 0.19
F -7.60 1.88 -0.81 0.19
F -7.06 3.83 -1.50 0.14
H -2.46 3.21 -1.31 0.08
H -2.39 2.47 -2.86 0.10
H -1.23 2.01 -1.56 0.06
H -3.02 0.72 -0.46 0.10
H -3.06 0.26 -2.11 0.12

***

Record 2
115
Properties=species:S:1:pos:R:3:lowdin_spin:R:1 method="wB97M-V/def2-TZVPD" spin_multiplicity=4 total_charge=+1 orbital_gap_ha="0.2558 / 0.2478" homo_energy_ev="-10.41 / -10.40"
Cr 3.04 0.02 -0.45 2.88
O 0.89 5.70 2.53 0.00
C 1.84 5.05 2.99 0.00
O 2.52 5.14 4.01 0.00
C 2.29 3.89 2.04 0.01
C 3.14 2.91 2.52 0.00
C 3.39 1.80 1.75 0.01
N 2.86 1.70 0.52 -0.02
C 2.07 2.66 0.01 0.01
C 1.76 3.78 0.76 0.00
C 1.60 2.34 -1.36 0.00
C 0.98 3.25 -2.20 0.00
C 0.68 2.86 -3.49 0.01
C 1.00 1.58 -3.91 0.00
C 1.60 0.71 -3.01 0.01
N 1.89 1.08 -1.76 -0.01
C 4.16 0.59 2.13 0.00
C 4.78 0.43 3.36 0.00
C 5.46 -0.74 3.61 0.01
C 5.52 -1.73 2.64 0.00
C 4.87 -1.51 1.44 0.01
N 4.21 -0.38 1.19 -0.01
H 3.55 3.04 3.52 0.00
H 1.06 4.54 0.43 0.00
H 0.76 4.24 -1.84 0.00
H 0.21 3.56 -4.17 0.00
H 0.80 1.24 -4.92 0.00
H 1.86 -0.30 -3.28 0.00
H 4.72 1.22 4.10 0.00
H 5.95 -0.89 4.57 0.00
H 6.05 -2.65 2.80 0.00
H 4.89 -2.24 0.64 0.00
B 5.29 -1.52 -2.77 0.00
N 4.03 -2.26 -2.21 0.00
C 3.75 -3.53 -2.48 0.02
C 2.58 -3.90 -1.82 0.01
C 2.20 -2.76 -1.14 0.01
N 3.08 -1.76 -1.38 0.00
N 5.22 0.02 -2.53 0.00
C 5.98 0.87 -3.22 0.01
C 5.90 2.13 -2.64 0.01
C 5.04 1.96 -1.57 0.01
N 4.63 0.68 -1.51 -0.01
H 6.27 -1.97 -2.23 0.00
H 5.32 -1.69 -3.97 0.00
H 4.39 -4.10 -3.13 0.00
H 2.08 -4.85 -1.84 0.00
H 1.33 -2.59 -0.52 0.00
H 6.55 0.52 -4.06 0.00
H 6.41 3.03 -2.95 0.00
H 4.71 2.69 -0.85 0.00
C -6.14 -3.68 -5.72 0.00
C -5.04 -3.10 -4.87 0.00
C -5.04 -3.26 -3.48 0.00
C -4.03 -2.73 -2.70 0.00
C -3.00 -2.03 -3.31 0.00
C -2.97 -1.87 -4.69 0.00
C -3.99 -2.40 -5.46 0.00
S -1.66 -1.38 -2.33 0.00
O -1.19 -2.46 -1.42 0.00
C -2.62 -0.16 -1.40 0.00
C -3.11 0.91 -2.18 0.00
C -3.72 1.97 -1.59 0.00
C -3.87 2.02 -0.18 0.00
C -4.46 3.14 0.46 0.00
C -4.59 3.18 1.81 0.00
C -4.16 2.09 2.60 0.00
C -3.59 0.99 2.01 0.00
C -3.42 0.93 0.60 0.00
C -2.77 -0.17 -0.04 0.00
C -2.27 -1.28 0.83 0.00
C -3.15 -2.32 1.23 0.00
C -4.51 -2.34 0.82 0.00
C -5.34 -3.36 1.21 0.00
C -4.85 -4.41 2.02 0.00
C -3.55 -4.41 2.43 0.00
C -2.67 -3.37 2.05 0.00
C -1.31 -3.36 2.46 0.00
C -0.48 -2.34 2.11 0.00
C -0.98 -1.30 1.31 0.00
S 0.09 0.04 0.85 0.00
O 1.47 -0.63 0.74 0.02
C 0.10 1.00 2.35 0.00
C -0.62 2.18 2.34 0.00
C -0.62 2.99 3.47 0.00
C 0.11 2.63 4.60 0.00
C 0.16 3.53 5.80 0.00
C 0.82 1.42 4.58 0.00
C 0.83 0.61 3.47 0.00
H -6.87 -4.21 -5.12 0.00
H -5.73 -4.37 -6.46 0.00
H -6.66 -2.88 -6.26 0.00
H -5.84 -3.82 -3.01 0.00
H -4.03 -2.87 -1.62 0.00
H -2.14 -1.34 -5.15 0.00
H -3.97 -2.27 -6.53 0.00
H -3.01 0.87 -3.26 0.00
H -4.10 2.79 -2.19 0.00
H -4.80 3.97 -0.16 0.00
H -5.03 4.04 2.30 0.00
H -4.27 2.12 3.67 0.00
H -3.26 0.16 2.62 0.00
H -4.89 -1.54 0.21 0.00
H -6.37 -3.36 0.89 0.00
H -5.52 -5.21 2.32 0.00
H -3.17 -5.21 3.06 0.00
H -0.94 -4.18 3.08 0.00
H 0.56 -2.34 2.41 0.00
H -1.17 2.48 1.45 0.00
H -1.15 3.93 3.45 0.00
H -0.48 4.40 5.66 0.00
H 1.18 3.90 5.94 0.00
H -0.14 3.00 6.70 0.00
H 1.38 1.13 5.46 0.00
H 1.40 -0.31 3.46 0.00

***

Record 3
23
Properties=species:S:1:pos:R:3:lowdin_charge:R:1 method="wB97M-V/def2-TZVPD" total_charge=-1 orbital_gap_ha=0.1968 homo_energy_ev=-3.05
O -1.58 -1.70 4.91 0.03
N -1.92 -0.73 4.34 -0.06
O -1.40 -0.76 3.07 -0.08
C -1.69 0.46 2.35 -0.10
C -1.87 0.05 0.89 -0.03
C -0.88 -0.26 0.05 -0.18
O 0.42 -0.28 0.25 0.08
C -1.57 -0.65 -1.28 -0.36
O -1.02 -0.94 -2.25 0.24
O -2.96 -0.65 -1.10 0.14
C -3.19 -0.12 0.15 -0.42
O -4.23 0.13 0.61 0.16
H -0.84 1.16 2.47 0.13
H -2.58 0.98 2.75 0.12
H 0.81 0.59 -0.04 0.12
C 3.75 0.55 -2.38 -0.16
C 2.34 0.12 -1.90 -0.60
O 1.48 1.15 -2.06 -0.35
H 4.12 1.41 -1.81 0.05
H 4.47 -0.27 -2.26 0.04
H 3.74 0.82 -3.45 0.05
H 2.50 -0.26 -0.87 0.06
H 2.13 -0.83 -2.45 0.08

***

Record 4
62
Properties=species:S:1:pos:R:3:lowdin_spin:R:1 method="wB97M-V/def2-TZVPD" spin_multiplicity=2 total_charge=+1 orbital_gap_ha="0.1744 / 0.2117" homo_energy_ev="-8.85 / -8.90"
Ru 0.01 0.43 -0.32 1.34
C -1.44 -1.14 2.23 0.00
C -2.65 -0.25 1.98 0.00
C -2.28 1.20 1.75 0.01
C -3.25 2.19 1.86 0.00
C -2.88 3.52 1.82 0.00
C -1.54 3.83 1.70 0.00
C -0.64 2.79 1.56 0.01
N -1.00 1.51 1.54 0.03
N -0.72 -1.53 1.02 0.05
C -1.54 -2.42 0.18 0.00
C -2.36 -1.70 -0.86 0.00
C -3.57 -2.25 -1.28 0.00
C -4.27 -1.62 -2.30 0.00
C -3.74 -0.47 -2.87 0.00
C -2.54 0.01 -2.38 0.00
N -1.87 -0.59 -1.40 0.00
C 0.55 -2.16 1.36 0.00
C 1.40 -2.39 0.14 0.00
C 2.45 -3.30 0.16 0.00
C 3.17 -3.52 -1.01 0.00
C 2.80 -2.83 -2.16 0.00
C 1.76 -1.92 -2.08 0.00
N 1.09 -1.69 -0.95 -0.01
H -1.76 -2.05 2.77 0.00
H -0.74 -0.60 2.87 0.00
H -3.29 -0.29 2.87 0.00
H -3.25 -0.62 1.14 0.00
H -4.29 1.91 2.00 0.00
H -3.62 4.30 1.89 0.00
H -1.19 4.85 1.70 0.00
H 0.43 2.97 1.49 0.00
H -2.19 -3.06 0.80 0.00
H -0.86 -3.09 -0.38 0.00
H -3.95 -3.15 -0.83 0.00
H -5.21 -2.03 -2.65 0.00
H -4.25 0.04 -3.67 0.00
H -2.09 0.90 -2.79 0.00
H 0.39 -3.12 1.89 0.00
H 1.10 -1.49 2.04 0.00
H 2.69 -3.83 1.07 0.00
H 3.99 -4.21 -1.02 0.00
H 3.30 -3.01 -3.09 0.00
H 1.44 -1.35 -2.94 0.00
C 4.77 0.94 1.14 -0.01
C 3.48 0.97 0.38 -0.01
S 2.07 0.81 1.33 -0.14
C 3.46 1.13 -0.99 -0.02
C 4.71 1.22 -1.81 -0.02
S 2.02 1.24 -1.90 -0.29
H 4.55 0.81 2.20 0.00
H 5.32 1.87 1.01 0.00
H 5.39 0.12 0.80 0.00
H 5.57 1.55 -1.22 0.00
H 4.56 1.90 -2.64 0.00
H 4.94 0.23 -2.22 0.00
Cl -1.24 5.85 -1.77 0.00
C 0.09 4.65 -1.75 0.00
Cl 1.21 5.04 -0.39 0.00
Cl 0.99 4.68 -3.28 0.00
C -0.45 3.34 -1.55 0.02
N -0.82 2.26 -1.34 0.02

***

Record 5
111
Properties=species:S:1:pos:R:3:lowdin_charge:R:1 method="wB97M-V/def2-TZVPD" total_charge=+1 orbital_gap_ha=0.2754 homo_energy_ev=-11.58
Al -1.37 -0.16 -3.73 0.37
B -4.56 2.12 3.99 -0.89
F -3.63 2.95 4.09 0.33
F -4.17 0.96 3.56 0.30
F -3.01 -0.91 -3.94 -0.17
F -5.75 2.71 4.13 0.25
B -0.59 -1.11 -1.04 -0.43
F -1.92 -1.40 -0.71 0.24
F -0.41 -0.40 -2.30 0.25
F -0.16 0.38 -4.90 -0.15
F 0.65 -1.29 -0.51 0.26
Br -0.21 -4.73 -4.74 0.65
C -1.23 -5.32 -6.30 -0.66
C -1.18 -4.57 -7.62 -0.69
Br -1.94 -2.80 -7.57 0.65
H -2.20 -5.36 -5.92 0.03
H -0.90 -6.30 -6.49 0.05
H -1.63 -5.17 -8.39 0.07
H -0.10 -4.44 -7.83 0.06
Br 4.17 0.01 0.28 0.68
C 3.28 -1.44 1.15 -0.73
C 3.27 -2.62 0.19 -0.76
Br 2.00 -3.93 0.69 0.74
H 2.30 -1.03 1.39 0.02
H 3.85 -1.62 2.09 0.08
H 4.28 -3.12 0.16 0.08
H 3.04 -2.37 -0.84 0.03
C 3.28 4.45 3.29 -0.03
C 2.36 4.80 4.34 -0.03
C 1.08 5.09 3.97 -0.03
C 0.76 5.11 2.67 -0.19
C 1.64 4.99 1.62 0.02
C 2.93 4.56 1.93 -0.03
N -0.59 5.43 2.38 -0.33
O -1.03 5.12 1.28 0.05
O -1.26 5.96 3.25 0.10
H 4.23 4.07 3.64 0.10
H 2.62 4.81 5.39 0.10
H 0.38 5.25 4.75 0.11
H 1.29 5.17 0.64 0.09
H 3.68 4.40 1.17 0.11
C 1.35 3.42 7.56 -0.07
C 0.09 3.30 6.99 -0.05
C -0.10 2.32 5.98 0.01
C 0.92 1.49 5.61 -0.15
C 2.17 1.59 6.22 -0.02
C 2.33 2.54 7.16 -0.11
N 0.83 0.68 4.38 -0.35
O 1.60 -0.23 4.21 0.08
O -0.06 1.05 3.62 0.07
H 1.54 4.20 8.32 0.13
H -0.67 3.90 7.41 0.10
H -1.02 2.36 5.40 0.12
H 2.99 0.88 6.05 0.13
H 3.29 2.64 7.67 0.12
C -1.58 -7.15 -0.30 -0.09
C -2.89 -7.06 0.17 -0.05
C -3.62 -5.94 -0.21 -0.01
C -3.04 -4.97 -1.02 -0.19
C -1.74 -5.11 -1.48 -0.01
C -0.99 -6.26 -1.15 -0.06
N -3.70 -3.83 -1.47 -0.31
O -3.14 -3.03 -2.26 0.00
O -4.78 -3.60 -0.93 0.11
H -1.01 -8.05 -0.11 0.11
H -3.37 -7.75 0.86 0.12
H -4.66 -5.94 0.14 0.13
H -1.33 -4.36 -2.13 0.04
H -0.02 -6.51 -1.58 0.11
C 0.04 -5.39 4.75 -0.07
C 0.40 -4.31 3.93 -0.08
C -0.56 -3.73 3.09 -0.04
C -1.78 -4.36 3.06 -0.16
C -2.18 -5.38 3.89 -0.01
C -1.24 -5.95 4.73 -0.06
N -2.80 -3.80 2.16 -0.30
O -2.46 -2.77 1.53 0.04
O -3.87 -4.34 2.04 0.09
H 0.83 -5.83 5.42 0.12
H 1.40 -3.87 4.02 0.11
H -0.29 -2.81 2.60 0.10
H -3.17 -5.80 3.79 0.12
H -1.44 -6.84 5.36 0.12
C -1.24 6.44 -2.46 -0.03
C -1.93 6.09 -3.64 -0.02
C -1.96 4.76 -3.99 0.01
C -1.39 3.83 -3.13 -0.13
C -0.84 4.20 -1.90 0.03
C -0.61 5.53 -1.68 -0.06
N -1.75 2.52 -3.55 -0.29
O -1.26 1.60 -3.00 0.10
O -2.57 2.37 -4.40 0.18
H -1.31 7.47 -2.21 0.11
H -2.47 6.86 -4.22 0.13
H -2.57 4.40 -4.80 0.13
H -0.54 3.48 -1.12 0.14
H -0.13 6.00 -0.83 0.10
C 3.46 1.55 -7.04 -0.05
C 4.41 1.30 -6.10 -0.08
C 4.20 1.76 -4.81 0.01
C 3.11 2.55 -4.50 -0.18
C 2.18 2.91 -5.45 -0.02
C 2.26 2.29 -6.68 -0.03
N 3.00 2.98 -3.14 -0.33
O 2.01 3.64 -2.90 0.07
O 3.77 2.52 -2.29 0.04
H 3.63 1.26 -8.09 0.11
H 5.35 0.77 -6.30 0.12
H 4.91 1.48 -4.02 0.13
H 1.31 3.33 -5.02 0.10
H 1.46 2.48 -7.42 0.12

***

Record 6
18
Properties=species:S:1:pos:R:3:lowdin_charge:R:1 method="wB97M-V/def2-TZVPD" orbital_gap_ha=0.3974 smiles=O.O.O.O.O.O homo_energy_ev=-10.55
O 0.47 0.36 -0.85 -0.06
H 0.62 0.58 -1.77 0.04
H -0.15 1.03 -0.54 0.02
O 0.22 -2.03 0.13 -0.08
H 1.10 -1.66 0.26 0.01
H 0.34 -2.65 -0.60 0.03
O -0.98 3.40 -0.32 -0.05
H -0.66 4.09 0.27 0.04
H -0.49 3.53 -1.13 0.04
O -4.10 -1.34 -0.83 -0.06
H -3.35 -1.07 -0.28 0.03
H -3.96 -2.29 -0.98 0.03
O 0.10 -0.01 2.67 -0.05
H 0.60 0.47 3.34 0.03
H -0.81 0.02 2.99 0.04
O 4.23 -0.52 -0.80 -0.06
H 3.65 0.04 -1.33 0.03
H 3.63 -1.00 -0.22 0.02